[1]
Formula: CH2OPS2
Source: the Open Molecules 2025 dataset
Level of theory: ωB97M-V with the def2-TZVPD basis set

Output
largest force on an atom = 2.7 eV/A
LUMO energy = 3.346 eV
total charge = -1
energy relative to the best compared isomer or geometry (same formula, charge and spin) = 14.45 kcal/mol

The geometry in XYZ format:
```
7
CH2OPS2 ωB97M-V with the def2-TZVPD basis set
C 1.43849 -0.67298 0.73831
O 1.44907 0.16369 1.50584
P -0.70185 0.80505 -0.46197
S 2.04492 -1.75338 -0.19223
S -1.20723 -0.91802 0.41842
H -1.80104 1.61275 -0.30630
H -1.22235 0.76290 -1.70208
```

[2]
Formula: C3H10N2O
Source: the Open Molecules 2025 dataset
Level of theory: ωB97M-V with the def2-TZVPD basis set

Output
largest force on an atom = 0.9 eV/A
LUMO energy = 0.940 eV
energy relative to the best compared isomer or geometry (same formula, charge and spin) = 33.02 kcal/mol

The geometry in XYZ format:
```
16
C3H10N2O ωB97M-V with the def2-TZVPD basis set
N 2.69723 -0.45029 0.73690
C 1.54594 -0.34944 -0.17313
N 0.51347 0.54635 0.31529
C -0.65381 0.61923 -0.53557
C -1.87338 0.03034 0.16356
O -3.02508 -0.05663 -0.63842
H 2.73669 0.41553 1.26516
H 2.50920 -1.17085 1.42596
H 1.18731 -1.36072 -0.38133
H 1.91379 0.08254 -1.10645
H 0.25780 0.41002 1.28062
H -0.51578 -0.00511 -1.41874
H -0.82246 1.63658 -0.90619
H -2.16966 0.58313 1.04569
H -1.52506 -0.95507 0.49412
H -2.77619 0.02441 -1.56746
```

[3]
Formula: C5H3FO
Source: the Open Molecules 2025 dataset
Level of theory: ωB97M-V with the def2-TZVPD basis set

Output
largest force on an atom = 4.9 eV/A
LUMO energy = -0.986 eV
energy relative to the best compared isomer or geometry (same formula, charge and spin) = 32.09 kcal/mol

The geometry in XYZ format:
```
10
C5H3FO ωB97M-V with the def2-TZVPD basis set
O 0.29318 2.40429 -0.13046
C 0.16890 1.17158 -0.06319
C -1.16734 0.59717 -0.00810
C -0.89177 -0.77080 -0.01350
C 0.63187 -1.08273 -0.25243
C 1.28044 0.08325 0.01496
F 2.57807 0.32303 0.06912
H -2.24970 1.06698 0.29721
H -1.67246 -1.61004 0.31077
H 1.02882 -2.18272 -0.22439
```

[4]
Formula: C5H10O
Source: the Open Molecules 2025 dataset
Level of theory: ωB97M-V with the def2-TZVPD basis set

Output
largest force on an atom = 2.4 eV/A
LUMO energy = 1.162 eV
energy relative to the best compared isomer or geometry (same formula, charge and spin) = 52.45 kcal/mol

The geometry in XYZ format:
```
16
C5H10O ωB97M-V with the def2-TZVPD basis set
C -2.07530 0.99025 0.09989
C -1.33509 -0.32779 0.35749
C 0.18146 -0.22676 0.52397
C 1.07146 -0.26358 -0.68191
C 2.49747 -0.17633 -0.43685
O 1.98284 -1.47544 -0.40905
H -1.75740 1.45531 -0.84034
H -1.89718 1.71377 0.90470
H -3.15975 0.83008 0.03660
H -1.56068 -1.03330 -0.45349
H -1.73368 -0.78073 1.27365
H 0.68443 -1.18057 0.78794
H 0.47916 0.50810 1.28372
H 0.64850 -0.27619 -1.68342
H 3.16224 -0.02204 -1.27346
H 2.81153 0.26521 0.51054
```

[5]
Formula: C23H21N2S
Source: the Open Molecules 2025 dataset
Level of theory: ωB97M-V with the def2-TZVPD basis set

Output
largest force on an atom = 1.1 eV/A
LUMO energy = -4.743 eV
total charge = +1
energy relative to the best compared isomer or geometry (same formula, charge and spin) = 0.00 kcal/mol

The geometry in XYZ format:
```
47
C23H21N2S ωB97M-V with the def2-TZVPD basis set
C 4.86951 3.04123 1.32596
C 4.91499 1.80692 0.66586
C 3.77597 1.31608 0.02321
C 2.58764 2.04728 0.08472
C 1.31358 1.49948 -0.52804
C 1.01488 2.25291 -1.81053
C -0.33894 1.93829 -2.39229
N -1.33003 1.83650 -1.31753
C -2.70796 1.90201 -1.55051
C -3.44437 1.82709 -0.36357
C -4.82913 2.00059 -0.40053
C -5.43187 2.38319 -1.60949
C -4.66888 2.54005 -2.77572
C -3.29923 2.24761 -2.76309
S -2.39343 1.65309 1.01880
C -0.96636 1.69667 -0.00648
N 0.23459 1.61103 0.44764
C 2.56209 3.32397 0.64902
C 3.69692 3.80716 1.30768
H 5.75203 3.41587 1.84483
H 5.83466 1.22204 0.64131
H 3.77899 0.37043 -0.52628
H 1.46758 0.43419 -0.78595
H 1.09270 3.33060 -1.61348
H 1.78998 1.99319 -2.54042
H -0.63514 2.73758 -3.07597
H -0.31285 0.99699 -2.95902
H -5.40017 1.86026 0.51403
H -6.50338 2.57715 -1.64008
H -5.13062 2.89827 -3.69596
H -2.68503 2.32340 -3.66034
H 1.65647 3.93367 0.57592
H 3.65306 4.78456 1.78831
C 0.52303 1.88690 3.33237
C 0.72351 0.54701 3.61244
C 0.20931 -0.17740 4.68515
C -0.69275 0.25991 5.64961
C -1.09940 1.56079 5.92773
C -0.67441 2.74669 5.33646
C 0.07495 2.89725 4.17512
H 0.81314 2.19903 2.32495
H 1.33927 -0.00675 2.89727
H 0.49265 -1.23518 4.72438
H -1.11964 -0.51837 6.29297
H -1.81742 1.67185 6.74752
H -1.02078 3.67592 5.80571
H 0.30120 3.92113 3.85704
```

[6]
Formula: C45H35ClIrO4P2S3
Source: the Open Molecules 2025 dataset
Level of theory: ωB97M-V with the def2-TZVPD basis set

Output
largest force on an atom = 2.6 eV/A
LUMO energy = -4.426 eV
total charge = +1
energy relative to the best compared isomer or geometry (same formula, charge and spin) = 147.95 kcal/mol

The geometry in XYZ format:
```
91
C45H35ClIrO4P2S3 ωB97M-V with the def2-TZVPD basis set
Ir 0.98449 -0.69413 -0.64666
O -2.55235 2.01323 1.76845
S -1.74065 1.92395 0.52576
C -1.54414 3.62426 -0.05922
C -2.53894 4.52083 0.28612
C -2.44465 5.84574 -0.13055
C -1.35491 6.25701 -0.87538
C -0.33017 5.36263 -1.16804
C -0.39143 4.03989 -0.74898
P 1.13010 3.02145 -0.94445
C 1.21084 2.67197 0.87132
C 1.50810 3.82597 1.59575
C 1.57829 3.80396 2.98067
C 1.36260 2.62473 3.67218
C 1.09128 1.46070 2.96636
C 1.02539 1.50311 1.58719
C 0.41247 1.69281 -2.03797
C 1.11775 0.54572 -2.52599
C 0.53980 -0.25362 -3.55138
C -0.65592 0.06297 -4.14899
C -1.27036 1.23969 -3.75608
C -0.75813 2.01414 -2.72735
C -2.81789 1.20235 -0.73382
C -3.91725 1.89420 -1.21061
C -4.75670 1.32089 -2.15579
C -4.47899 0.05177 -2.63076
C -3.38615 -0.65386 -2.14198
C -2.54367 -0.10629 -1.17468
P -1.20795 -1.18661 -0.50325
C -1.67440 -2.81482 -1.18111
C -2.59284 -3.59299 -0.47595
C -3.01320 -4.81394 -0.98159
C -2.52462 -5.26821 -2.19720
C -1.61370 -4.49837 -2.90538
C -1.19094 -3.27890 -2.39989
C -1.53362 -1.30980 1.27076
C -2.78143 -1.01142 1.81384
C -3.00856 -1.19368 3.16924
C -1.99723 -1.66991 3.98585
C -0.74757 -1.96240 3.45366
C -0.51181 -1.78007 2.10129
H -3.35932 4.18738 0.90768
H -3.22143 6.54924 0.13462
H -1.27942 7.28457 -1.20327
H 0.54460 5.70523 -1.70602
H 1.68966 4.76035 1.07621
H 1.79960 4.71674 3.51573
H 1.39249 2.61187 4.75242
H 0.91251 0.52836 3.48309
H 0.77183 0.56724 1.09557
H 2.18554 0.44439 -2.38607
H 1.11739 -1.09515 -3.91054
H -1.06711 -0.55134 -4.93747
H -2.18023 1.56449 -4.24422
H -1.29234 2.91880 -2.48915
H -4.12332 2.89156 -0.84840
H -5.61796 1.86607 -2.51662
H -5.11362 -0.40291 -3.37920
H -3.20166 -1.64492 -2.52618
H -2.98023 -3.25399 0.47560
H -3.72123 -5.41074 -0.42257
H -2.85122 -6.22101 -2.59079
H -1.22463 -4.85055 -3.85097
H -0.48324 -2.69310 -2.96044
H -3.57776 -0.62936 1.18946
H -3.97591 -0.95164 3.58701
H -2.17953 -1.81064 5.04271
H 0.04447 -2.33016 4.09325
H 0.46216 -2.01127 1.69585
C 1.18894 -4.84654 1.26957
O 1.16778 -3.77272 0.31204
C 2.13141 -3.72198 -0.59228
S 3.39291 -4.71515 -0.78102
S 1.86505 -2.41440 -1.76262
H 0.16482 -4.92487 1.62452
H 1.86626 -4.58677 2.08276
H 1.51836 -5.76759 0.79578
Cl 8.82481 -0.32828 2.63802
C 7.22244 -0.32153 1.98282
C 6.85380 0.69538 1.11393
C 5.57396 0.69999 0.59084
C 4.67864 -0.30499 0.94104
C 5.06457 -1.32244 1.81116
C 6.34224 -1.33385 2.33957
C 3.32103 -0.29682 0.37623
O 2.48152 -1.21274 0.77507
O 2.94561 0.56440 -0.48421
H 7.56472 1.46689 0.85750
H 5.25962 1.48227 -0.08621
H 4.36130 -2.10326 2.06244
H 6.65920 -2.10938 3.02037
```

[7]
Formula: C4H6N2S
Source: the Open Molecules 2025 dataset
Level of theory: ωB97M-V with the def2-TZVPD basis set

Output
largest force on an atom = 2.7 eV/A
LUMO energy = 0.658 eV
energy relative to the best compared isomer or geometry (same formula, charge and spin) = 10.84 kcal/mol

The geometry in XYZ format:
```
13
C4H6N2S ωB97M-V with the def2-TZVPD basis set
S -3.11611 0.04031 -0.00329
C -1.42609 0.12189 0.04097
N -0.70907 1.27326 0.08148
C 0.68413 1.30827 0.00139
C 1.33372 0.16950 -0.01713
C 0.73293 -1.15841 0.08353
N -0.70656 -0.98927 0.02441
H -1.16957 2.14854 0.17252
H 1.18377 2.25757 -0.14187
H 2.40077 0.12920 -0.21773
H 1.04629 -1.73734 0.94346
H 1.03990 -1.74557 -0.76549
H -1.29411 -1.81795 -0.20225
```

[8]
Formula: C5H14N3P
Source: the Open Molecules 2025 dataset
Level of theory: ωB97M-V with the def2-TZVPD basis set

Output
largest force on an atom = 4.1 eV/A
LUMO energy = 1.157 eV
energy relative to the best compared isomer or geometry (same formula, charge and spin) = 42.39 kcal/mol

The geometry in XYZ format:
```
23
C5H14N3P ωB97M-V with the def2-TZVPD basis set
C 1.91499 -0.16354 0.90862
C 0.88577 -1.36888 0.66690
C 1.69744 0.88330 -0.30609
C -1.35055 -2.02438 1.02241
C -0.17456 2.25386 -1.82146
N -0.45660 -0.85733 1.03968
N -0.92511 0.15152 -0.34926
N -2.21185 0.52570 -0.23995
P -0.01042 1.54815 -0.04646
H 1.84438 0.31430 1.87774
H 2.84409 -0.66740 0.81452
H 0.87264 -1.67463 -0.35356
H 1.23829 -2.16374 1.32107
H 2.41904 1.78971 -0.20725
H 1.95817 0.38906 -1.19946
H -0.81600 -2.67542 1.67642
H -2.31538 -1.97852 1.46249
H -1.56316 -2.42436 -0.10655
H 0.17293 1.48430 -2.60804
H 0.36922 3.18817 -1.84148
H -1.10680 2.60711 -1.92249
H -2.41260 1.01073 0.72059
H -2.87393 -0.14769 -0.50841
```